No. 1
{"formula": "C2H8OS2", "method": "the ωB97M-V functional and the def2-TZVPD basis", "elements": ["C", "S", "S", "C", "H", "H", "H", "H", "H", "H", "O", "H", "H"], "coordinates": [[0.1804, -2.0987, -0.0942], [1.4730, -0.8980, -0.0771], [0.6653, 0.9206, -0.8243], [-0.4392, 1.6322, 0.4611], [0.1951, -2.5841, 0.9074], [-0.8651, -1.7525, -0.1862], [0.2158, -2.8243, -0.9409], [0.1319, 2.5551, 0.6441], [-1.3186, 1.9800, -0.0777], [-0.6610, 1.0782, 1.3794], [-3.1273, 0.3233, 1.1092], [-2.5003, 0.9468, 1.5093], [-2.8416, 0.1379, 0.2170]], "forces_ev_per_a": [[-1.783, -1.404, -0.083], [-0.060, 1.798, -0.233], [0.024, -1.756, 0.334], [1.139, 1.310, -0.630], [0.165, -0.075, -0.854], [0.615, 0.630, 0.197], [0.567, 0.320, 0.772], [-0.460, -0.250, 0.785], [-0.270, -0.365, 0.175], [0.477, -0.051, -0.504], [-0.268, 0.126, 0.781], [-0.446, -0.426, -0.519], [0.299, 0.143, -0.220]], "smiles": "CSSC.O"}

No. 2
{"formula": "C2H8S2", "method": "the ωB97M-V functional and the def2-TZVPD basis", "elements": ["C", "S", "S", "H", "H", "H", "H", "C", "H", "H", "H", "H"], "coordinates": [[1.4586, -0.6325, -2.4595], [0.6403, 0.3888, -1.2444], [-0.4542, 0.9714, 0.5147], [2.0099, 0.2087, -2.9588], [0.9002, -1.1418, -3.3599], [2.1696, -1.3763, -2.0310], [0.5214, 1.0259, 1.4243], [-1.7392, -1.6653, 3.3216], [-0.6600, -1.6102, 3.2117], [-1.9703, -1.1262, 4.2854], [-1.9984, -2.7061, 3.4717], [-2.2654, -1.2501, 2.4591]], "forces_ev_per_a": [[0.510, -3.194, -1.797], [-0.069, 4.356, -0.573], [-0.404, -1.742, -0.160], [-0.370, -0.643, 0.820], [0.383, 0.818, 2.129], [-0.365, 0.594, -0.482], [0.313, -0.181, 0.057], [-0.028, 0.473, 1.297], [0.060, 0.077, -0.321], [-0.036, -0.385, -1.150], [-0.160, -0.192, -0.093], [0.166, 0.020, 0.274]], "smiles": "CSS.C"}

No. 3
{"formula": "C2H8S2", "method": "the ωB97M-V functional and the def2-TZVPD basis", "elements": ["C", "C", "H", "H", "H", "H", "H", "H", "H", "H", "S", "S"], "coordinates": [[-0.8366, 0.1501, -1.3345], [1.3412, -0.2817, 0.2803], [-0.4155, -0.5516, -2.0615], [-1.4552, -0.3943, -0.6177], [-1.4693, 0.8632, -1.8677], [0.6964, -0.8234, 0.9769], [1.7353, -0.9764, -0.4664], [2.1739, 0.1422, 0.8375], [-1.2875, 1.1198, 1.4747], [-0.7933, -0.7383, 1.7841], [0.4612, 1.0866, -0.5008], [-0.1507, 0.4037, 1.4952]], "forces_ev_per_a": [[0.046, 0.048, -0.263], [4.024, -1.566, -3.719], [0.029, 0.208, 0.182], [0.080, 0.097, 0.105], [0.139, -0.013, 0.055], [2.042, -2.087, -1.621], [0.414, 0.018, -0.348], [0.104, -0.039, -0.098], [-0.634, 0.258, 1.000], [-0.460, -0.352, 1.262], [2.606, 0.617, -5.208], [-8.390, 2.811, 8.653]]}

No. 4
{"formula": "C2H8S2", "method": "the ωB97M-V functional and the def2-TZVPD basis", "elements": ["C", "C", "H", "H", "H", "H", "H", "H", "S", "S", "H", "H"], "coordinates": [[0.6768, 0.2056, -0.9998], [1.7351, -0.7911, -0.4827], [0.6555, 0.2015, -2.0892], [0.8711, 1.2316, -0.6879], [-0.3152, -0.1005, -0.6799], [2.2930, -0.3704, 0.3545], [1.2685, -1.6954, -0.1016], [2.4584, -1.0431, -1.2547], [-2.9595, -0.3141, 1.1023], [-2.1408, 1.5357, 0.9514], [-2.0080, -0.9585, 1.8043], [-2.5347, 2.0988, 2.0832]], "forces_ev_per_a": [[0.250, -0.385, -0.257], [-0.099, 0.508, 0.213], [-0.017, 0.029, -0.052], [-0.066, -0.084, 0.087], [-0.102, 0.199, 0.145], [0.027, 0.024, 0.002], [0.021, -0.197, -0.178], [0.008, -0.129, 0.002], [-0.305, -0.382, 0.150], [0.545, 0.218, -0.556], [0.052, 0.138, -0.054], [-0.314, 0.061, 0.498]], "smiles": "CC.SS"}

No. 5
{"formula": "C2H8S3", "method": "the ωB97M-V functional and the def2-TZVPD basis", "elements": ["C", "S", "S", "H", "H", "H", "H", "C", "S", "H", "H", "H", "H"], "coordinates": [[-1.9740, 4.2241, -2.1479], [-3.5298, 3.7707, -1.3555], [-3.8998, 1.8854, -2.1037], [-2.1073, 4.4513, -3.2369], [-1.1257, 3.5807, -1.8940], [-1.6254, 5.1072, -1.5843], [-3.4064, 1.1791, -1.0866], [2.5337, -3.8849, 2.0474], [3.7708, -4.3142, 3.2458], [1.7592, -3.5813, 2.7375], [2.6383, -2.9653, 1.4686], [2.1782, -4.6351, 1.3192], [4.7882, -4.8177, 2.5906]], "forces_ev_per_a": [[0.568, 0.783, 0.101], [0.137, -0.279, -0.158], [-0.137, 0.314, -0.117], [0.358, -0.326, 1.086], [-0.488, -0.626, -0.571], [-0.598, 0.274, -0.510], [0.160, -0.139, 0.169], [-0.752, 0.518, -0.962], [-0.062, 0.122, 0.983], [-0.737, -0.391, 0.005], [0.887, -0.004, 0.033], [0.228, -0.053, 0.808], [0.436, -0.191, -0.867]], "smiles": "CSS.CS"}

No. 6
{"formula": "C2H8S3", "method": "the ωB97M-V functional and the def2-TZVPD basis", "elements": ["C", "S", "S", "H", "H", "H", "H", "C", "S", "H", "H", "H", "H"], "coordinates": [[-1.1545, 1.1517, 0.8147], [-0.3790, 0.8222, 2.4986], [-0.4465, -1.2643, 2.8723], [-0.5667, 0.3587, 0.3994], [-0.6835, 1.9990, 0.2926], [-2.2213, 1.2133, 0.7922], [0.6845, -1.4067, 2.1973], [0.3902, -0.3205, -1.8268], [1.5836, -1.5542, -1.2980], [-0.6125, -0.7249, -1.6507], [0.5383, 0.5759, -1.2007], [0.2869, -0.1546, -2.9318], [2.5804, -0.6956, -0.9591]], "forces_ev_per_a": [[2.251, -0.235, 0.940], [-0.656, 0.631, 0.436], [-0.257, 1.420, -0.641], [-1.217, -0.958, -1.125], [-0.222, 0.277, 0.888], [-0.440, -0.509, -0.083], [0.374, -0.579, -0.147], [-1.030, 0.231, -0.784], [0.556, 0.043, 0.108], [0.197, 0.018, 0.629], [-0.216, -0.292, -0.920], [1.025, 0.271, 0.927], [-0.364, -0.319, -0.226]], "smiles": "CSS.CS"}

No. 7
{"formula": "C2H8S3", "method": "the ωB97M-V functional and the def2-TZVPD basis", "elements": ["C", "C", "S", "H", "H", "H", "H", "H", "H", "S", "S", "H", "H"], "coordinates": [[-1.3102, -1.9352, 1.3921], [-0.9351, -0.5072, 1.0647], [-1.9609, 0.6525, 2.0877], [-2.3712, -2.0769, 1.2099], [-1.0688, -2.2265, 2.4142], [-0.7823, -2.6627, 0.7680], [0.0945, -0.2013, 1.2036], [-1.2094, -0.2874, 0.0342], [-0.9774, 1.4785, 2.3964], [2.8574, 0.8781, -2.5746], [3.1868, 2.0879, -4.2335], [2.0588, 1.6613, -1.8230], [2.4178, 3.1388, -3.9396]], "forces_ev_per_a": [[0.557, -0.476, 0.001], [-0.806, 0.653, -0.052], [-0.059, -0.475, -0.189], [-0.162, -0.063, 0.135], [-0.180, 0.267, 0.113], [0.004, 0.223, -0.202], [0.204, -0.399, 0.129], [0.164, -0.069, -0.080], [0.286, 0.338, 0.140], [-0.244, -0.286, 0.569], [0.197, 0.270, -0.459], [0.178, 0.053, -0.289], [-0.139, -0.037, 0.185]], "smiles": "CCS.SS"}

No. 8
{"formula": "C2H8S4", "method": "the ωB97M-V functional and the def2-TZVPD basis", "elements": ["C", "S", "S", "H", "H", "H", "H", "C", "S", "S", "H", "H", "H", "H"], "coordinates": [[0.3947, 2.4834, -0.7611], [0.9168, 0.9223, -1.5047], [2.9890, 0.9892, -1.3895], [-0.6180, 2.2009, -0.4530], [0.9617, 2.7396, 0.1315], [0.2943, 3.3071, -1.4585], [3.0203, 0.7953, -0.0655], [-0.7632, -1.6744, -0.1872], [-0.9235, -1.2287, 1.5880], [-1.5644, -2.9907, 2.4380], [0.2187, -1.3244, -0.4923], [-0.8579, -2.7511, -0.2067], [-1.4852, -1.0651, -0.7233], [-2.5832, -2.4034, 3.0840]], "forces_ev_per_a": [[-0.796, -0.476, 0.077], [0.760, 0.399, -0.131], [-0.494, 0.117, -0.062], [-0.007, 0.325, 0.185], [0.075, -0.027, -0.153], [0.368, 0.075, -0.112], [0.218, -0.123, 0.093], [0.120, 0.675, 0.985], [0.511, 0.241, -0.135], [-0.065, 0.106, 0.233], [0.017, -0.421, 0.039], [-0.236, -0.041, -0.604], [-0.304, -0.597, -0.299], [-0.167, -0.253, -0.115]], "smiles": "CSS.CSS"}

Result set for energy above the lowest of the compared OMol25 structures with the same formula, charge and spin: 0.887; 2.646; 6.366; 0.205; 0.586; 1.027; 0.652; 0.485 eV, one per record in the order listed.